[1]
Below is 9 unconnected molecules or ions with the total composition C30H70N8O11, with properties calculated with the ωB97M-V functional and the def2-TZVPD basis.

## Properties
Charge: 0
E_HOMO, eV: -8.57
E_tot, Eh: -2450.6014
SMILES: COCCOCCOC.CN(C)C=O.CN(C)C=O.CN(C)C=O.CN(C)C=O.CN(C)C=O.CN(C)C=O.CN(C)C=O.CN(C)C=O
Energy relative to the best compared isomer or geometry (same formula, charge and spin), eV: 0.0000

```
119
C30H70N8O11, DFT the ωB97M-V functional and the def2-TZVPD basis
C 9.80 13.32 -0.22
O 10.49 13.20 -1.46
C 11.90 13.16 -1.33
C 12.44 14.55 -0.96
O 12.15 15.62 -1.81
C 12.19 15.33 -3.18
C 12.24 16.65 -3.96
O 12.16 16.47 -5.34
C 11.84 17.68 -5.98
H 9.81 14.29 0.28
H 10.22 12.60 0.49
H 8.78 13.04 -0.49
H 12.25 12.87 -2.32
H 12.27 12.43 -0.60
H 13.53 14.51 -0.88
H 12.16 14.74 0.08
H 11.41 14.68 -3.58
H 13.19 14.91 -3.39
H 13.20 17.15 -3.72
H 11.54 17.37 -3.52
H 10.85 17.98 -5.62
H 11.59 17.53 -7.04
H 12.52 18.51 -5.83
C 5.54 16.89 -8.30
N 6.87 17.05 -8.82
C 7.93 17.28 -7.86
C 7.24 16.52 -10.02
O 8.36 16.56 -10.49
H 5.38 15.83 -8.03
H 4.74 16.98 -9.04
H 5.25 17.58 -7.52
H 8.91 17.57 -8.19
H 7.53 18.02 -7.16
H 8.08 16.52 -7.08
H 6.42 16.08 -10.61
C 10.60 14.08 -9.78
N 11.50 12.94 -10.14
C 11.61 11.99 -9.07
C 12.33 13.06 -11.17
O 13.34 12.40 -11.37
H 10.99 14.45 -8.83
H 9.60 13.68 -9.86
H 10.76 14.93 -10.44
H 11.82 12.52 -8.12
H 10.74 11.42 -8.75
H 12.50 11.37 -9.00
H 12.04 13.81 -11.91
C 5.17 20.14 -3.71
N 6.57 20.25 -4.13
C 7.38 21.37 -3.70
C 7.16 19.23 -4.76
O 8.25 19.17 -5.33
H 5.15 20.08 -2.62
H 4.70 19.22 -4.03
H 4.72 21.06 -4.08
H 7.06 22.25 -4.27
H 7.16 21.63 -2.66
H 8.43 21.22 -3.90
H 6.49 18.38 -4.98
C 2.86 15.12 -13.80
N 4.04 14.37 -13.43
C 4.42 13.31 -14.34
C 4.74 14.55 -12.28
O 5.70 13.92 -11.93
H 2.80 15.17 -14.89
H 2.73 16.07 -13.29
H 2.00 14.49 -13.51
H 5.17 12.66 -13.89
H 3.57 12.64 -14.50
H 4.82 13.74 -15.25
H 4.29 15.37 -11.69
C 7.84 21.12 -11.68
N 8.74 19.99 -11.47
C 9.09 19.84 -10.07
C 8.94 19.12 -12.47
O 8.43 19.18 -13.57
H 7.46 21.09 -12.70
H 8.37 22.07 -11.62
H 7.03 21.10 -10.95
H 9.51 20.78 -9.68
H 8.17 19.65 -9.52
H 9.99 19.22 -10.01
H 9.64 18.31 -12.23
C 2.12 20.30 -10.44
N 3.38 20.01 -9.77
C 4.42 19.58 -10.64
C 3.48 20.10 -8.43
O 4.47 19.74 -7.81
H 2.33 20.99 -11.26
H 1.39 20.73 -9.76
H 1.72 19.46 -11.02
H 4.70 20.33 -11.37
H 5.35 19.26 -10.15
H 4.30 18.63 -11.17
H 2.56 20.50 -7.99
C 8.35 15.37 -13.88
N 8.93 15.34 -15.22
C 8.06 14.88 -16.27
C 10.24 15.65 -15.45
O 10.79 15.52 -16.53
H 7.43 15.92 -14.04
H 8.98 15.72 -13.06
H 8.08 14.32 -13.69
H 7.66 13.89 -16.03
H 7.16 15.49 -16.36
H 8.52 14.94 -17.25
H 10.71 16.03 -14.53
C 5.50 15.25 -3.74
N 6.58 14.49 -4.35
C 7.95 15.00 -4.13
C 6.37 13.35 -5.02
O 5.29 12.78 -5.00
H 5.52 15.17 -2.65
H 4.57 14.79 -4.06
H 5.63 16.29 -4.03
H 8.57 14.11 -4.22
H 8.15 15.96 -4.60
H 8.02 15.25 -3.06
H 7.22 12.94 -5.58
```

***

[2]
Below is 4 unconnected molecules or ions with the total composition C30H72FN4O, with properties calculated with the ωB97M-V functional and the def2-TZVPD basis.

## Properties
Charge: +1
E_HOMO, eV: -9.52
E_tot, Eh: -1580.0742

```
108
C30H72FN4O, DFT the ωB97M-V functional and the def2-TZVPD basis
C 2.65 -0.33 3.11
O 3.20 -0.71 1.86
C 2.65 -0.13 0.71
C 1.69 -1.08 -0.07
C 1.37 -2.39 0.64
C 0.91 -3.50 -0.30
C -0.44 -3.30 -0.99
C -1.61 -2.94 -0.05
C -1.84 -1.46 0.27
C -1.87 -0.60 -0.98
N -1.98 0.88 -0.72
C -2.88 1.31 0.39
C -3.16 2.79 0.27
C -4.18 3.27 1.28
F -3.64 2.97 -1.04
H 3.37 0.29 3.66
H 2.44 -1.22 3.70
H 1.72 0.24 2.98
H 2.12 0.79 0.96
H 3.48 0.15 0.06
H 0.77 -0.53 -0.27
H 2.13 -1.31 -1.05
H 2.26 -2.73 1.17
H 0.62 -2.22 1.42
H 1.67 -3.63 -1.07
H 0.88 -4.45 0.26
H -0.34 -2.57 -1.79
H -0.70 -4.23 -1.49
H -1.45 -3.45 0.90
H -2.54 -3.35 -0.45
H -2.80 -1.37 0.79
H -1.08 -1.09 0.96
H -2.71 -0.86 -1.62
H -0.96 -0.73 -1.57
H -1.04 1.26 -0.57
H -2.33 1.34 -1.57
H -2.41 1.07 1.35
H -3.80 0.73 0.30
H -2.23 3.36 0.32
H -4.13 2.69 2.20
H -5.18 3.15 0.86
H -4.02 4.32 1.53
C 8.48 0.34 -2.50
C 7.41 -0.71 -2.24
N 7.76 -1.64 -1.18
C 6.92 -2.81 -1.12
C 5.45 -2.61 -0.74
C 8.10 -1.03 0.10
C 7.06 -0.10 0.74
H 9.45 -0.14 -2.67
H 8.23 0.93 -3.38
H 8.59 1.03 -1.66
H 7.28 -1.31 -3.15
H 6.45 -0.20 -2.07
H 7.37 -3.52 -0.42
H 6.96 -3.29 -2.11
H 5.34 -2.39 0.32
H 4.87 -3.51 -0.95
H 5.00 -1.79 -1.31
H 9.03 -0.46 -0.03
H 8.34 -1.84 0.79
H 6.66 0.61 0.02
H 7.53 0.48 1.54
H 6.22 -0.64 1.18
C -3.82 -0.11 3.86
C -4.07 1.04 4.83
N -5.47 1.17 5.18
C -5.78 2.43 5.85
C -5.16 2.69 7.22
C -6.10 -0.02 5.74
C -5.47 -0.64 6.99
H -4.49 -0.04 3.00
H -2.78 -0.09 3.52
H -3.99 -1.09 4.33
H -3.78 1.98 4.35
H -3.40 0.92 5.69
H -6.87 2.50 5.92
H -5.47 3.23 5.17
H -5.62 2.09 8.00
H -5.30 3.74 7.49
H -4.09 2.49 7.23
H -6.14 -0.78 4.95
H -7.14 0.24 5.94
H -4.38 -0.74 6.88
H -5.87 -1.64 7.14
H -5.67 -0.07 7.89
C -3.23 1.15 -4.48
C -2.36 1.35 -5.71
N -1.05 1.90 -5.40
C -0.32 2.38 -6.56
C 0.12 1.35 -7.60
C -0.29 1.16 -4.41
C 0.03 -0.31 -4.68
H -3.30 2.07 -3.90
H -4.24 0.85 -4.77
H -2.85 0.35 -3.83
H -2.85 2.06 -6.37
H -2.31 0.40 -6.26
H 0.56 2.92 -6.19
H -0.95 3.13 -7.04
H 0.94 0.73 -7.24
H 0.46 1.86 -8.50
H -0.70 0.69 -7.89
H -0.86 1.22 -3.47
H 0.63 1.71 -4.22
H -0.84 -0.85 -5.08
H 0.31 -0.80 -3.74
H 0.85 -0.44 -5.38
```

***

[3]
Below is 4 unconnected molecules or ions with the total composition C30H72N11O6P3, with properties calculated with the ωB97M-V functional and the def2-TZVPD basis.

## Properties
Charge: 0
E_HOMO, eV: -7.76
E_tot, Eh: -3263.7137
SMILES: COCCC[C@@H](C#N)[C@H](C#N)CCOC(C)=O.CN(C)P(=O)(N(C)C)N(C)C.CN(C)P(=O)(N(C)C)N(C)C.CN(C)P(=O)(N(C)C)N(C)C

```
122
C30H72N11O6P3, DFT the ωB97M-V functional and the def2-TZVPD basis
C 0.87 -1.00 -4.00
O 0.00 0.10 -4.25
C -1.34 -0.30 -4.53
C -2.32 0.69 -3.79
C -2.87 0.06 -2.46
C -1.70 -0.31 -1.50
C -1.05 1.00 -1.10
N -0.48 1.92 -0.83
C -2.20 -1.14 -0.25
C -1.05 -1.09 0.76
N -0.15 -1.23 1.41
C -2.48 -2.59 -0.76
C -1.27 -3.56 -0.54
O -1.55 -4.86 -1.07
C -0.96 -5.08 -2.29
C -1.86 -5.78 -3.33
O 0.15 -4.81 -2.57
H 0.45 -1.98 -4.32
H 1.87 -0.80 -4.42
H 1.01 -1.09 -2.89
H -1.54 -0.24 -5.63
H -1.58 -1.31 -4.14
H -1.78 1.63 -3.60
H -3.18 0.88 -4.46
H -3.55 0.81 -2.01
H -3.50 -0.83 -2.70
H -0.97 -0.97 -2.01
H -3.08 -0.66 0.22
H -2.66 -2.54 -1.86
H -3.38 -3.02 -0.28
H -1.19 -3.68 0.56
H -0.32 -3.12 -0.89
H -1.37 -5.88 -4.31
H -2.06 -6.82 -2.97
H -2.83 -5.24 -3.41
C -6.61 1.90 2.92
N -5.30 1.78 2.32
C -4.45 0.86 3.05
P -4.56 2.60 1.01
O -4.61 1.39 0.07
N -5.55 3.58 -0.01
C -6.87 4.10 0.28
C -5.50 3.26 -1.44
N -4.27 3.97 2.04
C -5.07 4.55 3.09
C -3.32 4.93 1.45
H -6.54 2.25 3.96
H -7.13 0.93 2.95
H -7.27 2.58 2.41
H -3.79 1.41 3.74
H -3.82 0.28 2.37
H -5.02 0.14 3.64
H -7.58 3.32 0.57
H -7.31 4.59 -0.60
H -6.85 4.90 1.02
H -6.16 2.42 -1.69
H -4.48 3.01 -1.75
H -5.80 4.12 -2.05
H -6.14 4.53 2.90
H -4.82 5.61 3.23
H -4.88 4.06 4.05
H -3.85 5.62 0.77
H -2.57 4.40 0.85
H -2.79 5.50 2.21
C 3.86 5.09 4.51
N 3.33 6.25 3.83
C 4.16 7.43 4.02
P 1.88 6.51 2.95
O 2.55 6.59 1.59
N 0.91 5.13 2.54
C 0.96 3.81 3.13
C 0.60 4.98 1.11
N 1.00 6.67 4.45
C 1.15 5.98 5.71
C -0.36 7.23 4.27
H 3.94 5.28 5.59
H 4.86 4.84 4.15
H 3.25 4.20 4.39
H 3.76 8.06 4.83
H 4.20 8.03 3.11
H 5.19 7.16 4.27
H 1.97 3.37 3.10
H 0.32 3.11 2.58
H 0.56 3.79 4.14
H 1.43 4.51 0.57
H 0.40 5.95 0.64
H -0.30 4.38 0.96
H 1.42 4.93 5.62
H 0.21 6.00 6.28
H 1.90 6.47 6.34
H -1.06 6.42 4.01
H -0.35 7.94 3.45
H -0.70 7.74 5.16
C 6.65 -8.62 -1.87
N 6.01 -8.11 -3.06
C 6.68 -8.56 -4.27
P 4.71 -7.02 -3.30
O 3.72 -8.08 -3.78
N 3.75 -6.57 -1.93
C 4.10 -6.70 -0.53
C 2.31 -6.80 -2.06
N 5.77 -5.68 -3.00
C 6.88 -5.54 -2.07
C 5.19 -4.38 -3.38
H 7.70 -8.29 -1.82
H 6.65 -9.71 -1.85
H 6.17 -8.29 -0.95
H 7.37 -7.79 -4.64
H 5.96 -8.78 -5.06
H 7.25 -9.48 -4.11
H 4.38 -7.73 -0.26
H 3.26 -6.45 0.11
H 4.87 -6.00 -0.22
H 2.05 -7.84 -1.84
H 1.96 -6.56 -3.07
H 1.74 -6.16 -1.39
H 6.73 -6.04 -1.12
H 7.05 -4.49 -1.82
H 7.81 -5.91 -2.51
H 4.56 -3.99 -2.57
H 4.55 -4.51 -4.26
H 5.96 -3.65 -3.63
```

***

[4]
Below is 10 unconnected molecules or ions with the total composition C30H72NO9, with properties calculated with the ωB97M-V functional and the def2-TZVPD basis.

## Properties
Charge: -1
E_HOMO, eV: -1.34
E_tot, Eh: -1917.8826

```
112
C30H72NO9, DFT the ωB97M-V functional and the def2-TZVPD basis
C 0.58 -2.16 1.86
C -0.29 -3.40 1.96
C -0.98 -3.78 0.64
C -1.69 -2.66 -0.12
N -3.12 -2.53 0.15
C -3.84 -1.84 -0.96
C -3.93 -0.34 -0.72
C -2.71 0.53 -1.02
C -2.56 1.75 -0.36
C -1.45 2.56 -0.59
C -0.44 2.15 -1.44
C -0.56 0.93 -2.09
C -1.70 0.15 -1.89
H 1.47 -2.31 1.27
H 0.93 -1.92 2.87
H 0.06 -1.27 1.51
H -1.01 -3.31 2.77
H 0.37 -4.23 2.22
H -1.68 -4.59 0.82
H -0.21 -4.19 -0.02
H -1.63 -2.89 -1.17
H -1.17 -1.71 0.02
H -3.26 -1.95 0.99
H -4.87 -2.17 -0.95
H -4.19 -0.11 0.34
H -4.74 0.07 -1.33
H -3.31 2.10 0.33
H -1.36 3.51 -0.08
H 0.43 2.76 -1.61
H 0.22 0.57 -2.74
H -1.80 -0.81 -2.37
C 3.75 1.58 0.00
C 2.67 0.64 0.49
O 3.22 -0.55 1.07
H 4.38 1.08 -0.74
H 3.32 2.48 -0.45
H 4.40 1.89 0.82
H 2.03 0.33 -0.33
H 2.03 1.14 1.23
H 3.77 -0.28 1.82
C -9.15 -2.97 0.91
C -8.27 -2.24 -0.10
O -6.91 -2.56 0.09
H -8.85 -2.71 1.92
H -10.21 -2.72 0.78
H -9.04 -4.06 0.80
H -8.37 -1.17 0.02
H -8.57 -2.51 -1.13
H -6.79 -3.51 -0.03
C 4.13 -1.91 5.76
C 3.68 -1.73 4.33
O 4.31 -0.62 3.69
H 3.93 -1.01 6.35
H 3.62 -2.75 6.23
H 5.21 -2.09 5.82
H 2.61 -1.53 4.29
H 3.88 -2.63 3.75
H 5.26 -0.77 3.69
C -9.27 -4.21 -4.19
C -10.51 -3.36 -3.99
O -11.13 -3.62 -2.73
H -9.53 -5.27 -4.13
H -8.82 -4.02 -5.17
H -8.53 -4.00 -3.43
H -11.26 -3.59 -4.75
H -10.26 -2.30 -4.06
H -10.48 -3.42 -2.04
C -0.18 -4.77 7.25
C 0.83 -4.15 6.30
O 2.14 -4.68 6.51
H 0.11 -4.60 8.29
H -1.17 -4.34 7.09
H -0.24 -5.85 7.10
H 0.90 -3.08 6.47
H 0.53 -4.32 5.26
H 2.11 -5.62 6.35
C 7.18 3.53 -1.82
C 5.98 4.43 -1.58
O 5.48 4.26 -0.25
H 6.91 2.48 -1.66
H 7.55 3.64 -2.84
H 7.99 3.77 -1.13
H 5.17 4.17 -2.26
H 6.25 5.47 -1.74
H 6.19 4.49 0.36
C 6.72 9.58 0.00
C 6.40 8.21 -0.57
O 7.47 7.70 -1.37
H 6.92 10.28 -0.81
H 5.89 9.96 0.59
H 7.61 9.54 0.63
H 5.52 8.25 -1.21
H 6.19 7.50 0.24
H 8.25 7.64 -0.81
C 4.57 -1.43 -1.10
C 3.55 -0.56 -1.82
O 2.23 -0.83 -1.39
H 4.34 -2.49 -1.26
H 5.58 -1.23 -1.45
H 4.52 -1.24 -0.02
H 3.58 -0.76 -2.89
H 3.78 0.50 -1.66
H 2.19 -0.65 -0.44
C -1.91 3.12 -4.78
C -1.04 3.97 -5.68
O 0.35 3.84 -5.37
H -1.75 3.39 -3.73
H -2.96 3.25 -5.02
H -1.65 2.07 -4.88
H -1.27 5.03 -5.57
H -1.19 3.70 -6.73
H 0.58 2.91 -5.46
```

***

What is the E_HOMO in the first record? -8.57 eV

***

Which value of E_HOMO does entry 1 give? -8.57 eV

***

Look up the E_tot of the second one. -1580.0742 Eh